ORCA calculation (ωB97M-V with the def2-TZVPD basis set) on CH2ClFP2 in the gas phase.

* gap between HOMO and LUMO: 9.950 eV
* relative energy (zero: lowest compared OMol25 entry of this formula, charge and spin): 5.1 kcal per mole
* SMILES: FP1#[PH][C@H]1Cl

CARTESIAN COORDINATES (ANGSTROEM)
C (-0.3698, -0.1596, 0.3871)
F (2.1430, -0.6125, 0.7013)
P (0.1827, 1.3878, -0.3689)
P (1.1568, -0.5797, -0.6220)
Cl (-2.0208, -0.8164, -0.0457)
H (-0.4205, -0.5016, 1.4544)
H (-0.6714, 1.2819, -1.5061)

Charges in e, computed with Löwdin, in the same order as the atoms: atom 1 (C): -1.232, atom 2 (F): -0.421, atom 3 (P): 0.629, atom 4 (P): 0.690, atom 5 (Cl): 0.408, atom 6 (H): 0.031, atom 7 (H): -0.104

ORCA calculation (ωB97M-V with the def2-TZVPD basis set) on a 10-piece molecular cluster, C36H49BCl36N5O3 overall.

* gap between HOMO and LUMO: 5.129 eV
* relative energy (zero: lowest compared OMol25 entry of this formula, charge and spin): 0.0 kcal per mole
* total charge: -1

CARTESIAN COORDINATES (ANGSTROEM)
C (3.7153, -1.1203, 2.0663)
C (2.9902, -2.1117, 1.5441)
C (2.0573, -2.0682, 0.3305)
C (2.9443, -2.2377, -0.9293)
C (3.5215, -1.0029, -1.6608)
N (3.8062, 0.1698, -0.8588)
N (2.7159, -0.6354, -2.8177)
N (4.8244, -1.4769, -2.2106)
O (1.4530, -3.3547, 0.3921)
B (0.1127, -3.2894, 0.9981)
C (-1.0126, -4.3783, 0.5161)
C (-2.3455, -3.7671, 0.0637)
C (-3.5051, -4.0410, 0.9883)
N (-4.8079, -3.9389, 0.3641)
O (-3.3997, -4.3293, 2.1630)
O (-0.2388, -1.8551, 0.8274)
C (0.8410, -1.0372, 0.3852)
C (0.2576, -0.4759, -0.9168)
C (-0.1737, -1.5114, -1.9332)
C (-0.6864, -0.7548, -3.1998)
C (-2.0851, -1.2167, -3.6533)
C (-2.9640, -0.0011, -3.9763)
C (-4.4690, -0.3462, -3.9500)
C (-5.1076, 0.1235, -2.6296)
C (-4.4165, -0.4286, -1.3797)
C (-4.6247, 0.4303, -0.1186)
C (-4.0225, 1.8220, -0.3254)
C (-3.7640, 2.5765, 0.9742)
C (-2.7524, 1.8635, 1.8968)
C (-3.4185, 0.9991, 2.9927)
C (0.8698, 0.0043, 1.5333)
C (1.0530, 1.3512, 1.2126)
C (1.0261, 2.3149, 2.2316)
C (0.8560, 1.8247, 3.5273)
C (0.7210, 0.4536, 3.7152)
N (0.6990, -0.4929, 2.7707)
H (3.4909, -0.0790, 1.8736)
H (4.5212, -1.3193, 2.7591)
H (3.0865, -3.0886, 1.9924)
H (2.4726, -2.8574, -1.6828)
H (3.8051, -2.8148, -0.5991)
H (3.0427, 0.4293, -0.2492)
H (4.6418, 0.0235, -0.3188)
H (3.2272, 0.1161, -3.2712)
H (2.7260, -1.4185, -3.4601)
H (5.4720, -1.6475, -1.4497)
H (5.1904, -0.7684, -2.8331)
H (0.2323, -3.4222, 2.2394)
H (-1.1962, -5.0367, 1.3597)
H (-0.5870, -5.0202, -0.2627)
H (-2.2981, -2.6900, -0.1129)
H (-2.6413, -4.2445, -0.8726)
H (-5.4499, -4.5197, 0.8900)
H (-5.1138, -2.9758, 0.4529)
H (0.8821, 0.2942, -1.3737)
H (-0.6500, 0.0529, -0.6071)
H (0.6226, -2.1636, -2.2696)
H (-1.0133, -2.0993, -1.5905)
H (-0.7246, 0.3097, -2.9673)
H (0.0489, -0.8336, -3.9988)
H (-1.9996, -1.7831, -4.5792)
H (-2.5752, -1.7892, -2.8733)
H (-2.7235, 0.4249, -4.9511)
H (-2.8199, 0.7910, -3.2404)
H (-4.9907, 0.1672, -4.7592)
H (-4.6356, -1.4147, -4.0787)
H (-5.1360, 1.2103, -2.6631)
H (-6.1534, -0.1905, -2.5856)
H (-3.3420, -0.5287, -1.4851)
H (-4.8678, -1.4030, -1.1854)
H (-4.1057, -0.0743, 0.6945)
H (-5.6861, 0.4753, 0.1333)
H (-4.7294, 2.4211, -0.8980)
H (-3.1023, 1.7315, -0.9063)
H (-3.3289, 3.5450, 0.7113)
H (-4.7014, 2.7906, 1.4891)
H (-2.1411, 2.6142, 2.3852)
H (-2.1314, 1.2468, 1.2500)
H (-3.1665, -0.0507, 2.8776)
H (-3.0828, 1.3623, 3.9608)
H (-4.5010, 1.1075, 2.9766)
H (1.2055, 1.6734, 0.1710)
H (1.1401, 3.3736, 2.0585)
H (0.8287, 2.4934, 4.3749)
H (0.6200, 0.0972, 4.7382)
C (5.1777, -4.6487, 3.9420)
Cl (6.2078, -3.9476, 2.6880)
Cl (6.0723, -5.9491, 4.7657)
Cl (4.7334, -3.3980, 5.1047)
Cl (3.7227, -5.3026, 3.2091)
C (-5.9410, 4.8200, -2.9675)
Cl (-6.9850, 5.8520, -3.9729)
Cl (-6.9217, 3.7282, -1.9911)
Cl (-4.8728, 3.8813, -4.0103)
Cl (-4.9715, 5.8457, -1.9072)
C (7.5330, -3.2177, 8.6570)
Cl (6.0096, -2.3761, 8.9599)
Cl (7.3586, -4.2520, 7.2425)
Cl (8.8076, -2.0297, 8.3563)
Cl (7.9549, -4.1985, 10.0687)
C (10.4781, 1.1197, 5.6803)
Cl (8.9435, 1.9313, 5.9955)
Cl (10.2974, 0.0392, 4.2973)
Cl (11.7206, 2.3252, 5.3285)
Cl (10.9520, 0.1800, 7.1019)
C (-0.0254, 4.3864, -1.9291)
Cl (1.3776, 5.4578, -1.8342)
Cl (-1.5158, 5.3420, -1.8234)
Cl (0.0015, 3.5322, -3.4734)
Cl (0.0093, 3.2348, -0.5823)
C (8.4778, 4.9071, 3.5107)
Cl (8.0513, 6.4454, 2.7515)
Cl (10.0446, 5.0607, 4.3142)
Cl (7.2439, 4.4778, 4.6982)
Cl (8.5716, 3.6464, 2.2795)
C (-5.0593, -4.6401, -4.7002)
Cl (-5.4335, -6.1635, -5.5218)
Cl (-6.5559, -3.9099, -4.1047)
Cl (-3.9776, -4.9445, -3.3455)
Cl (-4.2837, -3.5323, -5.8375)
C (5.0419, 4.3755, -4.5053)
Cl (5.1201, 5.2194, -6.0595)
Cl (3.4406, 3.6687, -4.3006)
Cl (6.2722, 3.1099, -4.4694)
Cl (5.3461, 5.5261, -3.1981)
C (-11.3499, 4.3639, -3.3243)
Cl (-9.7003, 4.8293, -3.7484)
Cl (-12.2033, 5.7598, -2.6529)
Cl (-12.2006, 3.7948, -4.7672)
Cl (-11.3025, 3.0702, -2.1218)

These are the Löwdin partial charges, in e, on atoms 1 to 8: atom 1 (C): -0.001, atom 2 (C): -0.078, atom 3 (C): -0.323, atom 4 (C): -0.036, atom 5 (C): -0.639, atom 6 (N): 0.116, atom 7 (N): 0.092, atom 8 (N): 0.058

ORCA calculation (ωB97M-V with the def2-TZVPD basis set) on a 15-piece molecular cluster, H29O18S overall.

* gap between HOMO and LUMO: 7.632 eV
* relative energy (zero: lowest compared OMol25 entry of this formula, charge and spin): 69.2 kcal per mole
* total charge: -1

CARTESIAN COORDINATES (ANGSTROEM)
O (24.3120, 10.3730, 42.1340)
H (24.1860, 9.3770, 42.5950)
H (25.3240, 10.5680, 41.9710)
H (24.0540, 10.1970, 41.2370)
S (23.6380, 8.4140, 38.8780)
O (24.7070, 8.5320, 38.0120)
O (23.6490, 7.1990, 39.5220)
O (23.7860, 9.4450, 39.8320)
O (22.3740, 8.5630, 38.1940)
O (26.4330, 5.2770, 37.5610)
H (26.3260, 4.9630, 38.3040)
H (26.5300, 6.2180, 37.8630)
O (21.9440, 6.7390, 41.4080)
H (22.7400, 6.7310, 40.6330)
H (21.3050, 6.5360, 40.8210)
O (20.4710, 9.8150, 39.2330)
H (19.8590, 9.1380, 39.0780)
H (21.1220, 9.3160, 38.9180)
O (26.0710, 10.8490, 37.2680)
H (25.4700, 10.1350, 37.2940)
H (26.7200, 10.8270, 36.6250)
O (22.7970, 11.9290, 37.2680)
H (23.0780, 11.9350, 38.2330)
H (23.2450, 11.1570, 36.9840)
O (27.0930, 7.8760, 38.0860)
H (26.1970, 8.2470, 38.1660)
H (27.2910, 7.9790, 38.9050)
O (21.5410, 9.7060, 41.7890)
H (21.3480, 8.8580, 42.2900)
H (21.2930, 9.5880, 40.8690)
O (25.0250, 7.3760, 35.5970)
H (24.1830, 6.8470, 35.6350)
H (25.2040, 7.9650, 36.3070)
O (23.4130, 11.9730, 39.8260)
H (23.6410, 11.0460, 39.7450)
H (22.3500, 12.0020, 40.0300)
O (20.9280, 6.5310, 37.6260)
H (21.1380, 5.8850, 38.2610)
H (21.5470, 7.2510, 37.8350)
O (21.4060, 9.2910, 36.1250)
H (21.8100, 9.1450, 37.0450)
H (22.1940, 9.4080, 35.5570)
O (25.3380, 6.0560, 41.2110)
H (25.7470, 5.1250, 40.8400)
H (24.7230, 6.3340, 40.6230)
O (23.1880, 4.7570, 38.6350)
H (23.7560, 5.3910, 39.1540)
H (23.5430, 4.6560, 37.8040)

These are the Löwdin partial charges, in e, on atoms 1 to 8: atom 1 (O): 0.199, atom 2 (H): 0.281, atom 3 (H): 0.229, atom 4 (H): 0.007, atom 5 (S): 0.237, atom 6 (O): -0.276, atom 7 (O): -0.296, atom 8 (O): -0.290